1.
Molecular formula: C6H8
Method: DFT, ωB97M-V with the def2-TZVPD basis set

* LUMO energy: 1.09 eV
* spin multiplicity: 1

Last column: Mulliken charge in e.
Cartesian coordinates (Å):
C  -1.28  -0.26  0.67  -0.376
C  -1.05  1.18  0.19  -0.822
C  0.91  0.86  0.00  -0.454
C  1.12  -0.65  0.14  -0.652
C  -0.31  -0.85  -0.37  -0.342
C  -0.29  0.60  -0.95  -0.124
H  -2.32  -0.42  0.35  0.305
H  -1.18  -0.54  1.72  0.305
H  0.47  1.36  0.91  0.164
H  1.68  1.56  -0.34  0.429
H  1.85  -1.00  -0.59  0.300
H  1.38  -1.04  1.13  0.296
H  -0.56  -1.77  -0.90  0.430
H  -0.27  0.95  -1.98  0.542

***

2.
Molecular formula: C6H8
Method: DFT, ωB97M-V with the def2-TZVPD basis set

* LUMO energy: 0.17 eV
* spin multiplicity: 1

Last column: Mulliken charge in e.
Cartesian coordinates (Å):
C  -1.74  -2.32  -0.87  -0.684
C  -1.13  -1.16  -0.74  -0.226
C  -0.31  -0.22  -0.17  0.561
C  0.73  -0.30  0.93  -0.508
C  1.33  1.01  0.34  -0.538
C  0.02  1.23  -0.48  -0.561
H  -1.24  -3.08  -1.48  0.176
H  -1.84  -0.26  -0.43  0.178
H  0.31  -0.15  1.93  0.220
H  1.35  -1.20  0.93  0.291
H  1.59  1.79  1.05  0.291
H  2.18  0.81  -0.31  0.250
H  0.12  1.49  -1.54  0.298
H  -0.64  1.95  0.01  0.254

***

Verdict on stability: 1 comes out on top.

***

1.
Molecular formula: C3H12N3O
Method: DFT, ωB97M-V with the def2-TZVPD basis set

* LUMO energy: -3.06 eV
* total charge: +1
* spin multiplicity: 1

Last column: Mulliken charge in e.
Cartesian coordinates (Å):
C  -0.89  1.19  2.17  -0.819
C  -0.80  -0.88  0.71  0.647
N  -0.48  -1.28  -0.54  -0.444
N  -0.73  0.49  0.96  -0.174
N  -0.84  -1.77  1.69  -0.404
H  0.44  -0.80  -1.11  0.295
H  -0.50  -2.23  -0.76  0.221
H  -0.69  0.90  -0.02  0.228
H  -1.18  -1.36  2.63  0.236
H  -1.11  -2.76  1.39  0.281
H  -0.77  0.47  3.00  0.272
H  -1.80  1.62  2.18  0.353
H  0.01  1.82  2.28  0.312
C  1.52  0.59  -2.80  -0.655
O  1.21  1.06  -1.43  -0.517
H  2.09  1.34  -1.02  0.297
H  2.39  -0.14  -2.76  0.305
H  0.48  0.24  -3.13  0.302
H  1.66  1.48  -3.46  0.263

***

2.
Molecular formula: C3H12N3O
Method: DFT, ωB97M-V with the def2-TZVPD basis set

* LUMO energy: -2.94 eV
* total charge: +1
* spin multiplicity: 1

Last column: Mulliken charge in e.
Cartesian coordinates (Å):
C  -1.07  -1.65  0.50  -0.604
C  0.44  -0.83  -1.38  0.636
N  1.41  -0.16  -0.70  -0.415
N  -0.36  -1.73  -0.78  -0.193
N  0.53  -0.45  -2.68  -0.385
H  1.46  -0.23  0.39  0.291
H  1.74  0.75  -0.96  0.249
H  -0.63  -2.54  -1.34  0.254
H  0.02  -1.00  -3.33  0.211
H  1.16  0.23  -3.09  0.212
H  -0.89  -2.58  1.09  0.299
H  -2.16  -1.44  0.43  0.288
H  -0.55  -0.89  1.09  0.172
C  0.00  2.33  2.05  -0.632
O  -0.20  1.35  0.99  -0.489
H  -1.14  1.22  1.00  0.300
H  -0.88  2.89  1.86  0.323
H  0.18  1.80  2.99  0.249
H  0.92  2.91  1.90  0.234

***

Verdict on stability: 2 comes out on top.

***

1.
Molecular formula: C3H12N3O
Method: DFT, ωB97M-V with the def2-TZVPD basis set

* LUMO energy: -3.29 eV
* total charge: +1
* spin multiplicity: 1

Last column: Mulliken charge in e.
Cartesian coordinates (Å):
C  -0.70  -2.08  0.48  -0.554
N  -0.83  -2.61  -0.85  -0.554
C  0.15  -0.72  0.30  -0.489
N  0.37  0.03  1.58  -0.245
H  -0.14  -2.80  1.06  0.386
H  -1.65  -1.88  1.01  0.376
H  -0.89  -3.61  -0.82  0.257
H  -1.71  -2.29  -1.29  0.221
H  -0.30  -0.04  -0.45  0.213
H  1.16  -1.10  0.08  0.295
H  0.70  1.01  1.39  0.297
H  -0.47  0.09  2.20  0.394
H  1.11  -0.41  2.17  0.414
C  0.99  2.56  -0.73  0.131
N  0.03  3.25  -1.44  -0.477
O  1.14  2.53  0.48  -0.626
H  1.67  2.05  -1.39  0.394
H  0.21  3.27  -2.46  0.307
H  -0.84  2.76  -1.30  0.261

***

2.
Molecular formula: C3H12N3O
Method: DFT, ωB97M-V with the def2-TZVPD basis set

* LUMO energy: -3.23 eV
* total charge: +1
* spin multiplicity: 1

Last column: Mulliken charge in e.
Cartesian coordinates (Å):
C  -1.77  -0.55  1.01  -1.443
C  -1.10  0.77  1.18  0.096
C  -0.57  1.57  0.08  -0.265
N  -0.75  1.26  -1.25  -0.514
N  1.89  -1.53  -1.33  -0.277
N  0.29  0.87  0.96  -0.186
O  1.25  -0.43  -0.78  -0.626
H  -2.79  -0.45  1.06  0.408
H  -1.62  -1.09  0.01  0.259
H  -1.37  -1.19  1.71  0.386
H  -1.47  1.20  2.07  0.483
H  -0.57  2.60  0.19  0.532
H  -0.74  0.29  -1.63  0.238
H  -0.16  1.92  -1.78  0.274
H  2.92  -1.33  -1.56  0.344
H  1.73  -2.38  -0.65  0.345
H  1.21  -1.61  -2.07  0.319
H  0.77  1.34  1.79  0.320
H  0.83  0.05  0.52  0.306

***

Verdict on stability: 1 comes out on top.

***

1.
Molecular formula: C11H20N2
Method: DFT, ωB97M-V with the def2-TZVPD basis set

* LUMO energy: -0.03 eV
* spin multiplicity: 1

Last column: Mulliken charge in e.
Cartesian coordinates (Å):
C  -1.52  0.85  2.04  -0.855
C  -2.25  -0.45  1.82  0.230
C  -0.68  -0.38  1.83  -0.060
C  -3.02  -0.89  0.61  -0.585
C  0.02  -0.73  0.59  -1.096
C  3.00  2.57  0.24  -1.431
C  0.14  -0.24  -1.94  -1.937
C  -1.29  -3.47  -1.17  -0.972
C  2.29  1.18  -0.05  -0.262
C  0.81  1.49  -0.14  -1.332
C  -0.13  0.30  -0.49  1.523
N  -2.77  -1.90  -0.10  -0.422
N  -1.60  -2.54  -0.04  -0.027
H  -1.63  1.52  1.29  0.376
H  -1.54  1.31  3.07  0.275
H  -2.81  -0.94  2.66  0.395
H  -0.19  -0.82  2.81  0.315
H  -4.00  -0.32  0.56  0.269
H  3.10  2.57  1.25  0.400
H  4.00  2.51  -0.13  0.432
H  2.48  3.39  -0.22  0.356
H  0.81  0.45  -2.39  0.572
H  0.60  -1.23  -1.73  0.260
H  -0.71  -0.25  -2.43  0.400
H  -2.24  -3.57  -1.64  0.399
H  -0.74  -2.99  -1.86  0.312
H  -0.88  -4.39  -0.60  0.302
H  2.49  0.79  -1.13  0.207
H  2.31  0.40  0.67  0.506
H  0.63  2.01  0.88  0.302
H  0.50  2.10  -1.04  0.381
H  -1.29  0.62  -0.46  0.216
H  -0.66  -2.13  0.25  0.551

***

2.
Molecular formula: C11H20N2
Method: DFT, ωB97M-V with the def2-TZVPD basis set

* LUMO energy: 0.47 eV
* spin multiplicity: 1

Last column: Mulliken charge in e.
Cartesian coordinates (Å):
C  0.39  -0.15  -2.51  -0.210
C  1.05  -0.59  -1.42  -0.019
C  -0.74  -0.03  0.40  1.337
C  -1.07  0.51  1.69  -2.102
C  -3.37  0.87  -2.26  -1.249
C  1.82  0.79  1.84  -1.516
C  1.29  -1.78  1.63  -1.508
C  3.07  -0.82  0.43  -2.253
C  -1.81  -0.05  -0.65  -1.479
C  -2.22  1.30  -1.36  -0.121
C  1.66  -0.48  0.97  1.258
N  0.02  0.04  -3.58  -0.621
N  0.53  -0.30  -0.10  0.259
H  1.98  -1.10  -1.56  0.311
H  -0.74  1.51  1.82  0.426
H  -0.53  0.04  2.48  0.444
H  -2.14  0.59  1.85  0.436
H  -3.08  -0.07  -2.70  0.353
H  -3.49  1.56  -3.08  0.388
H  -4.26  0.83  -1.63  0.312
H  1.53  1.67  1.15  0.342
H  1.12  0.89  2.62  0.368
H  2.86  0.88  2.20  0.373
H  2.15  -2.15  2.17  0.440
H  1.10  -2.53  0.90  0.405
H  0.35  -1.57  2.15  0.357
H  3.04  -1.70  -0.17  0.574
H  3.56  -0.06  -0.23  0.395
H  3.71  -0.89  1.30  0.565
H  -1.38  -0.63  -1.46  0.452
H  -2.73  -0.47  -0.26  0.720
H  -2.26  2.26  -0.65  0.285
H  -1.41  1.62  -1.99  0.278

***

Verdict on stability: 2 comes out on top.

***

1.
Molecular formula: C3H8N4O
Method: DFT, ωB97M-V with the def2-TZVPD basis set

* LUMO energy: 0.52 eV
* spin multiplicity: 1

Last column: Mulliken charge in e.
Cartesian coordinates (Å):
H  -2.56  -0.47  -0.40  0.284
N  -2.21  -1.41  -0.12  -0.669
C  -0.96  -1.28  0.14  -0.005
N  -0.17  -0.17  -0.11  0.401
N  -0.79  1.00  -0.53  -0.804
C  -0.98  1.97  0.54  -0.785
C  1.25  -0.35  -0.01  0.552
N  1.98  0.79  -0.22  -0.346
O  1.80  -1.41  0.26  -0.630
H  -0.37  -2.14  0.47  0.392
H  -0.36  1.38  -1.37  0.269
H  -1.60  1.51  1.31  0.242
H  -1.40  2.87  0.05  0.353
H  -0.03  2.27  1.05  0.309
H  2.95  0.73  -0.01  0.254
H  1.52  1.67  -0.35  0.181

***

2.
Molecular formula: C3H8N4O
Method: DFT, ωB97M-V with the def2-TZVPD basis set

* LUMO energy: 0.83 eV
* spin multiplicity: 1

Last column: Mulliken charge in e.
Cartesian coordinates (Å):
H  1.18  0.10  2.08  0.270
N  1.73  -0.35  1.30  -0.830
C  1.82  0.22  0.18  0.666
N  2.53  -0.32  -0.87  -0.458
N  0.92  1.35  0.00  -0.622
C  -0.36  1.13  -0.04  -0.038
N  -1.06  -0.01  0.18  0.169
C  -2.49  -0.08  -0.11  -0.903
O  -0.53  -1.23  -0.14  -0.528
H  3.26  -1.04  -0.62  0.257
H  2.39  -0.06  -1.89  0.231
H  -0.86  2.04  -0.21  0.376
H  -2.86  -0.01  -1.11  0.355
H  -3.18  0.73  0.46  0.283
H  -2.80  -1.05  0.24  0.318
H  0.32  -1.42  0.53  0.454

***

Verdict on stability: 1 comes out on top.

***

1.
Molecular formula: C3H3NO
Method: DFT, ωB97M-V with the def2-TZVPD basis set

* LUMO energy: 0.99 eV
* spin multiplicity: 1

Last column: Mulliken charge in e.
Cartesian coordinates (Å):
C  -0.92  0.66  -0.13  -0.285
C  -0.87  -0.69  0.04  -0.026
C  1.02  0.09  -0.01  0.191
H  -1.87  1.33  0.01  0.261
H  -1.65  -1.51  0.40  0.276
H  2.12  -0.19  0.07  0.291
N  0.39  1.16  0.09  -0.465
O  0.41  -1.01  -0.06  -0.244

***

2.
Molecular formula: C3H3NO
Method: DFT, ωB97M-V with the def2-TZVPD basis set

* LUMO energy: 0.26 eV
* spin multiplicity: 1

Last column: Mulliken charge in e.
Cartesian coordinates (Å):
C  -1.52  -0.30  1.29  -0.123
C  -0.30  -0.36  0.80  0.090
C  1.02  0.00  0.42  -0.357
N  1.09  0.39  -0.80  -0.300
O  -0.28  0.08  -1.29  -0.396
H  -2.41  -0.26  1.98  0.349
H  1.83  0.29  1.07  0.337
H  -0.02  0.65  -2.18  0.399

***

3.
Molecular formula: C3H3NO
Method: DFT, ωB97M-V with the def2-TZVPD basis set

* LUMO energy: 0.42 eV
* spin multiplicity: 1

Last column: Mulliken charge in e.
Cartesian coordinates (Å):
N  2.44  0.50  -0.08  -0.358
C  1.41  -0.03  -0.04  0.173
C  0.06  -0.58  0.00  -0.180
C  -0.97  0.55  0.04  -0.023
O  -2.16  0.35  0.07  -0.438
H  -0.13  -1.22  -0.87  0.241
H  -0.07  -1.21  0.89  0.239
H  -0.54  1.57  0.02  0.345

***

4.
Molecular formula: C3H3NO
Method: DFT, ωB97M-V with the def2-TZVPD basis set

* LUMO energy: 1.03 eV
* spin multiplicity: 1

Last column: Mulliken charge in e.
Cartesian coordinates (Å):
C  -0.08  -1.02  0.09  -0.362
C  0.33  -0.26  -0.90  -0.049
O  0.26  1.04  -0.47  -0.273
C  -0.26  0.97  0.71  0.166
N  -0.57  -0.18  1.18  -0.496
H  -0.16  -2.08  0.13  0.362
H  0.79  -0.44  -1.90  0.335
H  -0.32  1.98  1.16  0.317

***

Verdict on stability: 3 comes out on top.

***

1.
Molecular formula: C3H3NO
Method: DFT, ωB97M-V with the def2-TZVPD basis set

* LUMO energy: 0.81 eV
* spin multiplicity: 1

Last column: Mulliken charge in e.
Cartesian coordinates (Å):
C  -0.35  -0.81  0.71  -0.700
C  -0.68  0.43  0.39  0.078
O  -0.16  1.10  -0.73  -0.341
C  0.94  0.61  -1.21  0.520
N  1.93  0.18  -1.62  -0.417
H  0.32  -1.39  0.09  0.249
H  -0.74  -1.27  1.61  0.247
H  -1.36  1.08  0.92  0.362

***

2.
Molecular formula: C3H3NO
Method: DFT, ωB97M-V with the def2-TZVPD basis set

* LUMO energy (spin up / spin down): -1.66 / -1.39 eV
* spin multiplicity: 1

Last column: Mulliken charge in e.
Cartesian coordinates (Å):
O  0.67  0.24  1.52  -0.468
C  -0.21  -0.21  0.59  0.515
C  0.03  0.95  -0.26  -0.601
C  0.11  -1.32  -0.34  0.082
N  0.38  -2.06  -1.18  -0.373
H  -1.23  -0.29  0.96  0.263
H  1.03  1.14  -0.62  0.312
H  -0.78  1.55  -0.68  0.271

***

Verdict on stability: 1 comes out on top.

***

1.
Molecular formula: C3H9NOS
Method: DFT, ωB97M-V with the def2-TZVPD basis set

* LUMO energy: 0.80 eV
* spin multiplicity: 1

Last column: Mulliken charge in e.
Cartesian coordinates (Å):
N  -2.87  0.42  1.73  -0.369
C  -2.70  -0.09  3.00  0.124
O  -3.07  -1.15  3.42  -0.504
H  -3.04  1.40  1.66  0.236
H  -3.32  -0.23  1.10  0.232
H  -2.16  0.68  3.62  0.285
C  0.99  -0.09  -1.14  -1.007
C  2.23  -0.48  -1.92  -0.429
S  3.73  0.38  -1.17  -0.222
H  1.01  0.89  -0.67  0.333
H  0.53  -0.94  -0.64  0.290
H  0.14  0.06  -1.82  0.299
H  2.41  -1.55  -1.85  0.290
H  2.14  -0.23  -2.96  0.319
H  3.98  0.92  -2.35  0.123

***

2.
Molecular formula: C3H9NOS
Method: DFT, ωB97M-V with the def2-TZVPD basis set

* LUMO energy: 0.77 eV
* spin multiplicity: 1

Last column: Mulliken charge in e.
Cartesian coordinates (Å):
N  -2.19  0.25  -0.21  -0.685
C  -0.90  -0.38  -0.30  0.260
C  -0.15  0.37  -1.45  -0.552
O  0.13  1.79  -1.06  -0.514
C  -0.12  -0.52  1.00  -0.704
S  1.59  -0.75  1.02  -0.199
H  -2.09  1.32  -0.09  0.280
H  -2.83  -0.08  0.62  0.256
H  -1.09  -1.47  -0.69  0.238
H  0.82  -0.31  -1.47  0.162
H  -0.63  0.27  -2.36  0.423
H  1.00  1.89  -0.78  0.292
H  -0.45  0.24  1.74  0.310
H  -0.46  -1.46  1.42  0.363
H  1.63  -1.21  -0.22  0.069

***

Verdict on stability: 1 comes out on top.